No. 1
Below is 2 unconnected molecules or ions with the total composition C4H8N4O2S in a non-equilibrium geometry, with properties calculated with ωB97M-V/def2-TZVPD.

XYZ file:
```
19
Properties=species:S:1:pos:R:3
C 0.36665 -1.65534 0.24342
C 0.99557 -0.76637 -0.52078
S 1.39610 0.84013 -0.08838
N 3.10855 0.85645 0.09277
O 0.75596 1.08791 1.16103
O 0.92717 1.63780 -1.13844
H -0.16708 -2.60668 -0.15220
H 0.21198 -1.45807 1.35825
H 0.94038 -0.92601 -1.54863
H 3.23300 1.60598 0.80214
H 3.48687 0.00661 0.43295
C -3.38552 -0.30772 -0.19738
N -3.69616 0.78128 0.55000
C -2.67172 1.59844 0.36665
N -1.90275 1.06080 -0.61874
N -2.28670 -0.20370 -0.88035
H -4.00967 -1.29357 -0.12159
H -2.36425 2.55583 0.73209
H -1.01199 1.52064 -0.79263
```

## Properties
Structure (SMILES) ... C=CS(N)(=O)=O.c1nc[nH]n1
E_LUMO ... 0.01125 hartree
Molar mass ... 176.2 g/mol
Energy above the lowest of the compared OMol25 structures with the same formula, charge and spin ... 93.68 kJ/mol
2S+1 ... 1
Orbital gap ... 10.16 eV

=====

No. 2
Below is a single C2H3NO3 molecule in a non-equilibrium geometry, with properties calculated with ωB97M-V/def2-TZVPD.

XYZ file:
```
9
Properties=species:S:1:pos:R:3
O 2.17948 0.33926 0.45245
C 1.27536 -0.21242 -0.10875
N 0.21081 0.40142 -0.77953
C -1.27770 -0.18849 -0.10414
O -1.20961 -1.36699 0.04383
O -1.47090 0.53417 1.13189
H 1.09124 -1.27120 0.01026
H -0.18536 0.76714 -1.64742
H -0.61332 0.99711 1.00141
```

## Properties
Structure (SMILES) ... O=CNC(=O)O
E_LUMO ... -0.06062 hartree
Molar mass ... 89.0 g/mol
Energy above the lowest of the compared OMol25 structures with the same formula, charge and spin ... 447.29 kJ/mol
2S+1 ... 1
Orbital gap ... 9.03 eV

=====

No. 3
Below is a single C9H19N5O3 molecule in a non-equilibrium geometry, with properties calculated with ωB97M-V/def2-TZVPD.

XYZ file:
```
36
Properties=species:S:1:pos:R:3
H -4.88624 1.83753 1.45073
N -5.52154 1.15822 1.18875
C -4.89664 0.47265 0.29659
N -5.28845 -0.73509 -0.18272
N -3.71307 0.94417 -0.29690
C -2.66300 0.16946 -0.93105
C -1.54330 -0.19633 0.02379
C -0.48320 -0.85543 -0.78880
C 0.72528 -1.48146 0.07973
N 0.23731 -1.98818 1.37174
C 1.73121 -0.40655 0.48344
O 1.97170 -0.10026 1.64666
N 2.43517 0.11168 -0.55221
C 3.61627 0.97230 -0.48037
C 3.28266 2.25821 0.32612
C 4.89850 0.15832 -0.04100
O 5.86085 0.62561 0.52094
O 4.84707 -1.15114 -0.46110
H -5.20042 -0.72000 -1.19008
H -6.19757 -1.04025 0.15779
H -3.37380 1.70602 0.22437
H -2.25416 0.75106 -1.72736
H -3.03505 -0.77029 -1.30538
H -1.19075 0.79168 0.45488
H -1.93160 -0.81295 0.78748
H -1.02026 -1.67715 -1.29363
H 0.03891 -0.22260 -1.52189
H 1.11592 -2.29969 -0.50000
H 0.54744 -2.92010 1.50785
H 0.72623 -1.35413 2.01969
H 2.42791 -0.55360 -1.33453
H 3.83014 1.25509 -1.56024
H 2.95911 1.92464 1.33180
H 2.42046 2.68686 -0.25710
H 4.03898 3.08131 0.44287
H 5.48794 -1.61964 0.10914
```

## Properties
Structure (SMILES) ... [H]/N=C(/N)NCCC[C@H](N)C(=O)N[C@@H](C)C(=O)O
E_LUMO ... 0.01244 hartree
Molar mass ... 245.3 g/mol
Energy above the lowest of the compared OMol25 structures with the same formula, charge and spin ... 148.66 kJ/mol
2S+1 ... 1
Orbital gap ... 9.00 eV

=====

No. 4
Below is a molecular structure, C33H40F3MnN3S2, with properties calculated with ωB97M-V/def2-TZVPD.

XYZ file:
```
82
Properties=species:S:1:pos:R:3
Mn -0.62956 -0.17475 -0.06555
C -1.47546 0.93764 1.80094
C -2.05964 -0.36222 1.73295
C -0.95788 -1.33868 1.98305
C 0.19331 -0.58262 2.08943
C -0.10814 0.83821 2.01593
C 0.84220 1.97941 2.32334
C 1.22693 2.72578 1.03779
C 0.13763 2.95310 3.27521
C 2.11316 1.44693 2.98825
C -0.91484 -2.86606 2.13568
C 0.51400 -3.28631 2.49516
C -1.80294 -3.33527 3.30020
C -1.27066 -3.60704 0.83546
C -3.58980 -0.46270 1.75696
C -3.98846 -0.40118 3.24644
C -4.23318 -1.68689 1.09740
C -4.19236 0.76978 1.06346
H -2.03375 1.85834 1.75699
H 1.16938 -0.97657 2.31402
H 0.33673 3.08597 0.50993
H 1.79882 2.07800 0.37134
H 1.85033 3.59075 1.27694
H -0.73253 3.41954 2.80751
H 0.82904 3.74958 3.55903
H -0.19186 2.44636 4.18552
H 2.67111 0.78088 2.32365
H 1.88633 0.90615 3.91106
H 2.76832 2.28255 3.24149
H 0.85813 -2.81484 3.41974
H 1.22646 -3.05557 1.69596
H 0.53214 -4.36692 2.64416
H -1.53912 -2.81286 4.22424
H -1.63542 -4.40265 3.46356
H -2.86289 -3.19757 3.12384
H -0.57298 -3.33750 0.03733
H -2.27486 -3.39398 0.48449
H -1.18551 -4.68539 0.99187
H -3.60259 -1.24544 3.81752
H -5.07950 -0.40951 3.32353
H -3.62210 0.51985 3.70877
H -3.97377 -2.62610 1.57293
H -3.97863 -1.74797 0.04012
H -5.31813 -1.58341 1.17542
H -4.02371 1.69050 1.62824
H -5.27251 0.63483 0.98614
H -3.79669 0.89792 0.05380
F -3.79622 -0.04275 -5.58875
C -3.22731 -0.54048 -4.48140
F -4.12430 -1.34114 -3.89140
F -2.19535 -1.30123 -4.86996
C -2.77812 0.56401 -3.55899
C -2.97020 1.88396 -3.91304
C -2.54165 2.90254 -3.07084
C -1.92383 2.54284 -1.89855
N -1.73497 1.26578 -1.53958
C -2.15321 0.26824 -2.33844
S -1.85271 -1.33797 -1.71925
H -3.45668 2.11773 -4.85056
H -2.68637 3.94358 -3.32270
H -1.57095 3.29399 -1.19950
S 4.36858 -0.15837 -4.41453
C 3.07739 -0.12088 -3.18082
C 2.73486 -1.26745 -2.47203
C 1.73097 -1.19658 -1.53261
N 1.07083 -0.06074 -1.26163
C 1.39388 1.04252 -1.95079
C 2.37798 1.05112 -2.91701
C 5.73760 0.26817 -3.34065
C 6.11289 1.59258 -3.17679
C 7.16955 1.87204 -2.31854
N 7.84491 0.93585 -1.64755
C 7.48156 -0.33483 -1.83731
C 6.44100 -0.72170 -2.67303
H 3.23745 -2.20832 -2.65922
H 1.43003 -2.07654 -0.97929
H 0.83351 1.93657 -1.72514
H 2.59841 1.96256 -3.45841
H 5.60269 2.38712 -3.70887
H 7.48861 2.89809 -2.16410
H 8.05133 -1.08365 -1.29584
H 6.19322 -1.76868 -2.80410
```

## Properties
Net charge ... +1
E_LUMO (alpha / beta) ... -0.16888 / -0.12355 hartree
Molar mass ... 654.8 g/mol
Energy above the lowest of the compared OMol25 structures with the same formula, charge and spin ... 9.26 kJ/mol
2S+1 ... 5
Orbital gap (alpha / beta) ... 6.51 / 7.84 eV

=====

No. 5
Below is a molecular structure, C42H48BCsN16O4S3 in a non-equilibrium geometry, with properties calculated with ωB97M-V/def2-TZVPD.

XYZ file:
```
115
Properties=species:S:1:pos:R:3
Cs -0.22082 -0.00256 -0.29645
C 4.21055 0.88147 -2.70730
C 3.97964 2.21118 -2.07331
C 4.85332 2.98100 -1.27690
C 4.11324 4.08686 -0.91912
C 4.47931 5.23251 -0.03473
N 2.89559 3.96069 -1.48896
N 2.80654 2.80715 -2.18950
B 1.67476 4.85144 -1.24376
N 0.95282 4.42538 0.06540
N 1.15130 3.22421 0.65579
C 0.44893 3.23942 1.78296
C 0.43471 2.04352 2.68256
C -0.21283 4.47293 1.93496
C 0.13101 5.19413 0.80778
C -0.29565 6.55311 0.36422
N 0.69234 4.79896 -2.42874
N -0.20339 3.78812 -2.47761
C -0.72128 3.78898 -3.69770
C -1.71901 2.74032 -4.09032
C -0.14696 4.82037 -4.46835
C 0.76823 5.42070 -3.62416
C 1.74362 6.52195 -3.87424
H 5.12130 0.86118 -3.31175
H 3.36710 0.62730 -3.34801
H 4.29852 0.09691 -1.95448
H 5.86838 2.75881 -0.98678
H 5.52092 5.13919 0.27489
H 3.85656 5.25131 0.86259
H 4.34870 6.19140 -0.53940
H 2.06576 5.99548 -1.10990
H 1.27789 1.38912 2.46488
H -0.48081 1.45074 2.58315
H 0.50404 2.33054 3.73331
H -0.86749 4.78640 2.73316
H -0.92992 7.01151 1.12351
H -0.85998 6.49932 -0.56994
H 0.56437 7.20173 0.18499
H -1.66132 1.91049 -3.38807
H -1.47691 2.33000 -5.07449
H -2.74921 3.10184 -4.14053
H -0.33893 5.07704 -5.49856
H 1.56374 6.96916 -4.85271
H 2.77086 6.15064 -3.85152
H 1.66596 7.30291 -3.11606
C -1.82391 -4.12525 -2.78366
C -1.80329 -2.65661 -2.47745
N -0.77511 -1.90654 -2.57739
N 0.35223 -2.46939 -3.15235
C 1.43876 -2.26844 -2.44777
O 1.54807 -1.84396 -1.25691
C 2.71358 -2.66039 -3.16532
C 2.69976 -3.22844 -4.43876
C 3.88543 -3.56838 -5.07117
C 5.10459 -3.34467 -4.44151
C 5.12484 -2.78719 -3.17186
C 3.93550 -2.45649 -2.53652
C -3.05020 -2.00058 -1.99282
C -4.08904 -2.77003 -1.47108
C -5.23111 -2.14032 -1.00591
C -5.31469 -0.76215 -1.10271
C -4.22739 -0.07743 -1.62846
N -3.11981 -0.66464 -2.05962
H -0.92963 -4.38835 -3.34209
H -2.71527 -4.40164 -3.35079
H -1.83386 -4.70297 -1.85477
H 1.74332 -3.38350 -4.91884
H 3.86013 -4.00359 -6.06378
H 6.03126 -3.60361 -4.94056
H 6.06886 -2.60296 -2.67254
H 3.92832 -2.03119 -1.54300
H -3.97900 -3.84093 -1.37913
H -6.02071 -2.71881 -0.54407
H -6.17532 -0.21800 -0.73748
H -4.24748 1.00720 -1.68760
C 1.93880 -4.33082 0.87701
C 2.69321 -3.62571 1.93913
N 3.79201 -4.02643 2.49845
N 4.06872 -3.04468 3.41465
C 3.18057 -2.03181 3.43801
S 3.15489 -0.70132 4.43276
N 2.29240 -2.41859 2.46832
N 1.18869 -1.67406 2.05832
H 2.44558 -5.26684 0.65603
H 1.88181 -3.71595 -0.02579
H 0.91996 -4.54137 1.21062
H 4.88173 -3.09046 4.00014
H 0.36772 -1.96394 2.58651
H 1.04142 -1.88647 1.07690
N -3.86028 -3.49573 8.51371
C -3.77820 -3.65746 7.11786
C -4.90564 -4.00008 6.37657
C -4.81551 -4.18223 5.00494
C -3.59959 -4.03793 4.35836
C -2.47303 -3.69847 5.09364
C -2.55678 -3.51124 6.46147
S -3.47247 -4.27144 2.58914
O -2.72504 -5.48795 2.38471
O -4.84865 -4.25233 2.11693
N -2.60337 -3.06077 2.07369
C -3.11145 -1.81121 2.06255
S -4.77295 -1.34768 2.41999
C -4.37981 0.30561 2.09908
C -3.07871 0.38501 1.73915
N -2.35759 -0.77444 1.74542
H -4.77127 -3.18967 8.82203
H -3.14624 -2.88432 8.88155
H -5.86223 -4.11246 6.87572
H -5.69277 -4.42033 4.41842
H -1.52705 -3.56385 4.58457
H -1.67185 -3.23710 7.02473
H -5.10026 1.10360 2.16044
H -2.58463 1.30873 1.46711
O -2.61558 3.58357 -0.27805
C -1.88086 2.77296 -0.54963
```

## Properties
Net charge ... -2
E_LUMO ... 0.13273 hartree
Molar mass ... 1080.9 g/mol
Energy above the lowest of the compared OMol25 structures with the same formula, charge and spin ... 43.57 kJ/mol
2S+1 ... 1
Orbital gap ... 6.83 eV